{
  "formula": "FHS2",
  "method": "ωB97M-V/def2-TZVPD",
  "elements": ["H", "F", "S", "S"],
  "positions_angstrom": [[2.56713, -0.45296, 0.72144], [3.00767, -0.24672, -0.07322], [-1.29700, -0.78578, -0.00804], [-0.55526, 0.95287, 0.00414]],
  "orbital_gap_ev": 5.80,
  "max_force_ev_per_a": 0.4,
  "homo_energy_ev": -8.4
}

{
  "formula": "FHgNO2S2",
  "method": "ωB97M-V/def2-TZVPD",
  "elements": ["Hg", "N", "S", "S", "O", "O", "F"],
  "positions_angstrom": [[1.58948, -1.27631, -0.56824], [0.27110, 1.23011, 0.58832], [1.94812, 0.97982, 0.12647], [-0.73774, 0.12587, 0.30307], [-2.09866, 0.26732, 0.77540], [-0.11901, -1.25671, 0.37303], [-0.85328, -0.07009, -1.59804]],
  "orbital_gap_ev": 6.02,
  "max_force_ev_per_a": 5.6,
  "homo_energy_ev": -9.2
}

{
  "formula": "FLiO2PTl",
  "method": "ωB97M-V/def2-TZVPD",
  "elements": ["P", "F", "Li", "O", "O", "Tl"],
  "positions_angstrom": [[2.13964, 0.67229, 0.66162], [-1.85659, 0.44174, 0.68527], [-0.41636, 1.18543, -0.08836], [1.63614, -0.42358, -0.41227], [0.25314, -0.65524, -0.33857], [-1.75595, -1.22064, -0.50768]],
  "orbital_gap_ev": [6.73, 6.71],
  "max_force_ev_per_a": 4.6,
  "homo_energy_ev": [-8.0, -8.1]
}

{
  "formula": "FN2O3S",
  "method": "ωB97M-V/def2-TZVPD",
  "elements": ["N", "N", "O", "O", "O", "F", "S"],
  "positions_angstrom": [[1.01033, 1.21840, -0.62686], [-0.90318, -1.29332, 0.17648], [2.11626, 0.90834, -0.32340], [-0.12302, -2.07423, 0.69887], [-2.14013, -1.44527, 0.17243], [0.46127, 2.47934, 0.43405], [-0.42153, 0.20674, -0.53156]],
  "orbital_gap_ev": [8.24, 8.25],
  "total_charge": -1,
  "max_force_ev_per_a": 2.8,
  "homo_energy_ev": [-4.5, -4.5]
}

{
  "formula": "FN2O3S",
  "method": "ωB97M-V/def2-TZVPD",
  "elements": ["N", "N", "O", "O", "O", "F", "S"],
  "positions_angstrom": [[1.14706, -0.72618, 1.30943], [-1.50850, 0.81472, -1.25195], [1.71250, -0.10305, 2.15805], [-0.90886, 1.59694, -1.97107], [-2.72298, 0.73519, -1.13428], [2.42138, -1.58076, 0.40010], [-0.14061, -0.73687, 0.48971]],
  "orbital_gap_ev": [6.09, 6.19],
  "total_charge": -1,
  "max_force_ev_per_a": 2.9,
  "homo_energy_ev": [-3.7, -3.8]
}

{
  "formula": "FNO2S2Y",
  "method": "ωB97M-V/def2-TZVPD",
  "elements": ["Y", "F", "N", "S", "S", "O", "O"],
  "positions_angstrom": [[0.99022, -2.02371, -0.10937], [2.40624, 0.54248, 0.87324], [-0.07106, 1.23123, -0.37018], [1.34212, 0.61458, -0.69220], [-1.30134, 0.29754, 0.45628], [-0.87164, -1.20570, 0.26239], [-2.49454, 0.54359, -0.42016]],
  "orbital_gap_ev": 5.61,
  "total_charge": 1,
  "max_force_ev_per_a": 5.2,
  "homo_energy_ev": -12.9
}

{
  "formula": "FNO3S",
  "method": "ωB97M-V/def2-TZVPD",
  "elements": ["N", "O", "O", "O", "F", "S"],
  "positions_angstrom": [[1.57164, 0.19146, -0.36844], [2.52229, -0.21659, 0.09840], [0.33832, -0.02321, 0.59249], [-1.56823, -1.10282, -0.61473], [-1.59391, 1.36505, -0.20555], [-1.27011, -0.21389, 0.49783]],
  "orbital_gap_ev": 9.63,
  "max_force_ev_per_a": 3.8,
  "homo_energy_ev": -11.2
}

{
  "formula": "FNO4S",
  "method": "ωB97M-V/def2-TZVPD",
  "elements": ["N", "O", "O", "O", "O", "F", "S"],
  "positions_angstrom": [[1.12399, -1.62094, 0.83171], [2.14968, -1.11300, 0.83074], [0.41928, -2.51993, 0.73820], [-0.45800, 0.09263, -0.01678], [-0.96344, 2.58435, 0.12158], [-0.96185, 1.27444, -2.07260], [-1.30965, 1.30244, -0.43285]],
  "orbital_gap_ev": [10.40, 4.68],
  "max_force_ev_per_a": 4.1,
  "homo_energy_ev": [-11.2, -8.7]
}

{
  "formula": "FNOS",
  "method": "ωB97M-V/def2-TZVPD",
  "elements": ["N", "O", "F", "S"],
  "positions_angstrom": [[-0.76239, -0.64274, 0.08613], [-1.18592, 0.41725, -0.05570], [1.57698, 0.91780, 0.03639], [1.54306, -0.74759, -0.02717]],
  "orbital_gap_ev": [8.11, 8.01],
  "max_force_ev_per_a": 3.1,
  "homo_energy_ev": [-9.4, -9.4]
}

{
  "formula": "FeH8IO4",
  "method": "ωB97M-V/def2-TZVPD",
  "elements": ["Fe", "I", "O", "H", "H", "O", "H", "H", "O", "H", "H", "O", "H", "H"],
  "positions_angstrom": [[0.75998, -1.20902, 3.08041], [0.18119, -0.28975, 0.56170], [-1.06975, 2.31794, 2.57834], [-0.97104, 3.09647, 2.02113], [-0.59817, 1.61875, 2.11702], [1.21006, 0.03911, -2.87398], [1.23724, -0.82219, -3.30364], [0.83842, -0.12785, -2.00437], [-3.21199, 1.00458, 0.01268], [-3.41030, 1.92087, -0.20351], [-2.25468, 0.94093, -0.03093], [2.76231, -2.70420, -0.81149], [2.60001, -3.55336, -0.38931], [1.92673, -2.23228, -0.75403]],
  "orbital_gap_ev": [5.80, 5.66],
  "total_charge": 1,
  "max_force_ev_per_a": 2.6,
  "homo_energy_ev": [-14.2, -14.2],
  "spin_multiplicity": 5
}